Record 1
Below is a structure of composition C11H8FINSbSe4Sn in a non-equilibrium geometry, with properties calculated with ωB97M-V with the def2-TZVPD basis set.

Energy relative to the best compared isomer or geometry (same formula, charge and spin): 86.75 kcal/mol
LUMO energy: -2.2 eV
2S+1: 1
Gap between HOMO and LUMO: 5.62 eV
HOMO energy: -7.859 eV

Last column: Löwdin charge in e.
Positions of all 28 atoms, in Å:
Se 1.716 0.677 4.692  -0.209
C -4.565 -1.231 -0.696  -0.008
H -5.184 2.097 -0.501  0.122
C -3.181 -1.189 -0.749  -0.146
H 6.650 -0.037 -1.157  0.113
Se 0.134 0.237 1.228  -0.024
F -6.598 -0.062 -0.610  0.066
Sb -0.662 -0.120 4.508  -0.116
Se -2.269 1.623 4.522  -0.106
H 2.828 -0.082 -3.104  0.101
H -5.105 -2.168 -0.690  0.121
C -3.224 1.198 -0.642  -0.144
Sn -0.302 0.056 -1.286  0.888
C 3.504 0.070 0.058  -0.643
C -5.253 -0.036 -0.631  -0.278
C -2.481 0.020 -0.737  -0.472
C 4.894 0.044 0.077  -0.138
C 3.453 -0.046 -2.216  -0.153
H -2.713 2.156 -0.613  0.096
C 4.831 -0.059 -2.306  -0.056
I 2.609 0.297 2.036  0.922
H 5.319 -0.099 -3.269  0.107
Se -0.951 -2.478 4.633  -0.106
H 5.419 0.074 1.026  0.092
H -2.635 -2.127 -0.805  0.095
C -4.609 1.185 -0.589  -0.007
N 2.803 0.021 -1.052  -0.058
C 5.568 -0.022 -1.128  -0.060


Record 2
Below is the molecule C11H8FNOS in a non-equilibrium geometry, with properties calculated with ωB97M-V with the def2-TZVPD basis set.

Structure (SMILES): O=C(c1cncs1)[C@@H](F)c1ccccc1
Energy relative to the best compared isomer or geometry (same formula, charge and spin): 0.00 kcal/mol
LUMO energy: 0.1 eV
2S+1: 1
Gap between HOMO and LUMO: 9.42 eV
HOMO energy: -9.282 eV

Last column: Löwdin charge in e.
Positions of all 23 atoms, in Å:
C 2.671 -0.158 -0.382  -0.453
H -1.820 -0.889 -1.844  0.122
C -3.250 -1.016 -0.295  -0.067
C -3.629 -0.518 0.971  -0.107
H 5.401 -1.657 -1.866  0.071
O 1.059 0.542 1.273  0.082
C -0.096 1.205 -0.778  -0.140
C -3.005 0.497 1.550  -0.108
H -0.168 2.188 -0.298  0.135
H -3.595 -1.897 -0.822  0.107
C 3.562 -0.474 0.649  -0.175
N 4.675 -1.081 0.132  -0.043
H 3.511 -0.401 1.702  0.103
H -3.397 1.001 2.485  0.133
C -1.439 0.589 -0.282  -0.161
S 3.362 -0.285 -1.905  0.999
H -4.486 -0.965 1.456  0.105
F 0.211 1.207 -2.174  -0.031
C -2.160 -0.449 -0.897  -0.046
C -1.876 1.074 0.960  -0.041
H -1.461 1.987 1.444  0.130
C 4.760 -1.107 -1.169  -0.418
C 1.171 0.607 0.091  -0.196


Record 3
Below is a structure of composition C11H9BrIrN2O2 in a non-equilibrium geometry, with properties calculated with ωB97M-V with the def2-TZVPD basis set.

Energy relative to the best compared isomer or geometry (same formula, charge and spin): 19.95 kcal/mol
LUMO energy: -5.7 eV
2S+1: 1
Gap between HOMO and LUMO: 6.38 eV
Charge: +1
HOMO energy: -12.056 eV

Last column: Löwdin charge in e.
Positions of all 26 atoms, in Å:
C 1.928 -2.356 2.067  -0.687
H -4.421 -0.218 -0.463  0.116
H -0.024 3.733 -0.300  0.128
C -1.083 0.494 -0.541  -0.229
O 2.256 -2.317 3.218  0.140
C -2.294 -0.210 -0.559  -0.534
H -2.500 3.607 -0.337  0.128
N 2.915 -2.198 1.071  0.001
C -2.442 2.527 -0.379  0.006
C 1.247 2.028 -0.367  -0.045
C -3.591 1.780 -0.368  -0.040
H 3.114 -2.010 -0.890  0.111
H 2.306 0.175 -0.502  0.091
C -1.171 1.912 -0.443  -0.146
H 2.161 2.596 -0.270  0.119
C -3.521 0.382 -0.462  -0.090
O 0.716 -2.513 1.612  -0.137
C 1.326 0.635 -0.492  -0.090
Br -2.216 -2.132 -0.689  0.917
Ir 0.324 -2.194 -0.378  1.077
H -4.558 2.255 -0.286  0.121
C 0.189 -0.132 -0.595  -0.218
H 3.863 -2.343 1.390  0.158
C 0.027 2.654 -0.369  0.007
H 2.853 -3.564 -0.426  0.127
N 2.596 -2.594 -0.240  -0.032


Record 4
Below is a structure of composition C11H9Cl3KN3O2S in a non-equilibrium geometry, with properties calculated with ωB97M-V with the def2-TZVPD basis set.

LUMO energy: 0.0 eV
2S+1: 1
Gap between HOMO and LUMO: 8.45 eV
HOMO energy: -8.426 eV

Last column: Löwdin charge in e.
Positions of all 30 atoms, in Å:
H 0.485 4.410 1.207  0.111
O 5.871 0.828 1.253  0.016
Cl 6.935 -1.444 -0.245  0.621
C 0.463 2.270 1.128  -0.101
C -1.710 -1.273 0.122  -0.722
N -0.148 1.138 0.752  0.096
C -2.683 -3.473 -0.488  -0.041
C -1.272 3.606 0.235  -0.053
H -3.511 -3.785 -1.121  0.089
N -1.920 0.019 -0.330  0.019
C -1.286 1.237 0.107  -0.252
C -0.052 3.528 0.888  -0.046
C -3.254 -1.257 -1.536  -0.041
H 1.419 2.159 1.630  0.115
C -2.869 0.011 -1.358  -0.042
K 2.162 -0.888 0.729  0.643
H -2.877 2.503 -0.642  0.102
Cl 4.746 -2.336 1.461  0.544
C -1.912 2.450 -0.163  -0.007
H -3.957 -1.684 -2.229  0.125
S -0.695 -1.900 1.307  0.589
H -2.884 -3.731 0.548  0.080
O 3.733 0.628 0.523  -0.295
Cl 4.249 -1.588 -1.328  0.541
N -2.554 -2.029 -0.625  -0.135
C 4.938 0.293 0.690  -0.839
H -3.163 0.895 -1.889  0.113
C 5.246 -1.186 0.132  -1.434
H -1.766 -3.969 -0.797  0.090
H -1.734 4.566 0.039  0.113


Record 5
Below is a structure of composition C11H9F5N2S3 in a non-equilibrium geometry, with properties calculated with ωB97M-V with the def2-TZVPD basis set.

Energy relative to the best compared isomer or geometry (same formula, charge and spin): 2.30 kcal/mol
LUMO energy: -1.1 eV
2S+1: 1
Gap between HOMO and LUMO: 7.51 eV
HOMO energy: -8.596 eV

Last column: Löwdin charge in e.
Positions of all 30 atoms, in Å:
C -2.439 0.196 1.621  -0.524
C 1.447 -0.240 1.286  -0.325
C -1.646 1.511 1.696  -0.145
C 0.059 -1.159 -2.121  -0.407
F -0.016 -2.482 -1.856  0.123
H -1.136 -2.097 0.005  0.053
C 0.603 -0.801 0.284  -0.133
H -0.789 1.409 2.348  0.048
H -3.274 0.251 2.312  0.058
S 2.196 1.099 -2.993  0.840
C 0.847 -0.457 -1.021  -0.069
S 2.562 0.316 3.302  1.041
F -1.632 0.465 -1.535  0.168
H -2.291 2.275 2.128  0.067
F -2.336 -1.526 -2.025  0.179
H -2.858 0.027 0.639  0.054
S -1.504 -1.250 2.185  0.873
C 1.864 0.533 -1.321  -0.492
H 0.073 -2.639 1.178  0.089
H 1.403 2.181 -3.018  -0.116
H 3.379 1.821 -0.630  0.110
N 1.433 -0.531 2.584  -0.252
H -1.353 1.866 0.713  0.059
N 3.173 1.114 2.029  -0.206
C 2.475 0.706 0.985  -0.362
F -1.613 -0.214 -3.560  0.164
C -1.424 -0.603 -2.293  -0.538
F 0.619 -1.081 -3.327  0.073
C -0.453 -1.782 0.771  -0.377
C 2.630 1.094 -0.366  -0.052


Record 6
Below is a structure of composition C11H9FeN3O4, with properties calculated with ωB97M-V with the def2-TZVPD basis set.

LUMO energy (alpha / beta): 0.2 / 0.0 eV
2S+1: 5
Gap between HOMO and LUMO (alpha / beta): 9.26 / 8.98 eV
HOMO energy (alpha / beta): -9.032 / -9.027 eV

Last column: Mulliken spin population.
Positions of all 28 atoms, in Å:
O 1.015 1.063 2.576  0.015
N 2.015 -2.022 -0.204  0.004
C 1.858 -3.250 0.562  0.001
C 2.859 -0.316 -1.275  0.008
C -3.226 1.020 1.376  -0.007
H -0.020 -1.415 -0.405  -0.001
H 1.478 -3.022 1.556  0.000
C 1.021 -1.218 -0.610  0.009
O -0.853 1.868 -2.601  0.068
C -2.235 1.413 -0.744  -0.014
H -1.823 0.936 3.037  0.001
Fe 0.601 1.724 -1.318  3.762
C -3.382 1.209 0.004  0.008
H 1.178 -3.928 0.052  0.000
C -2.096 1.701 -2.236  0.006
C 3.197 -1.459 -0.624  -0.014
H -4.349 1.212 -0.478  0.000
O -3.078 1.778 -2.939  0.015
C 0.596 1.457 1.506  0.002
N -1.061 1.424 -0.149  0.052
C -0.877 1.294 1.149  -0.009
H 2.829 -3.727 0.653  0.000
N 1.488 -0.173 -1.257  0.033
H 4.148 -1.914 -0.414  0.000
H -4.100 0.854 1.992  -0.001
H 3.508 0.412 -1.729  -0.004
O 1.273 2.014 0.548  0.057
C -1.965 1.064 1.973  0.010


Record 7
Below is a structure of composition C11H9N in a non-equilibrium geometry, with properties calculated with ωB97M-V with the def2-TZVPD basis set.

LUMO energy (alpha / beta): 0.1 / -1.9 eV
2S+1: 3
Gap between HOMO and LUMO (alpha / beta): 6.05 / 7.01 eV
HOMO energy (alpha / beta): -5.948 / -8.930 eV

Last column: Mulliken spin population.
Positions of all 21 atoms, in Å:
H 1.833 2.499 -0.394  0.019
C 2.089 -1.752 0.191  0.104
N -0.404 -2.304 -0.331  -0.058
H -1.325 1.632 -1.141  0.004
C 2.847 0.706 0.104  -0.080
C 2.980 -0.728 0.260  0.239
C -3.041 0.326 0.731  0.088
H -3.540 0.541 -0.207  -0.005
H 3.796 1.229 0.072  -0.001
C -1.485 -1.570 -0.333  0.133
C 0.440 0.902 0.012  -0.029
C 0.656 -1.559 0.155  0.159
C -0.820 0.979 -0.455  0.332
H 4.020 -1.021 0.362  0.020
H -2.930 1.203 1.350  -0.001
C -1.483 -0.213 0.250  0.009
C 0.217 -0.387 0.660  0.807
H -3.533 -0.483 1.259  -0.005
H 2.471 -2.762 0.216  0.025
H -2.390 -2.059 -0.664  0.005
C 1.745 1.455 -0.125  0.236


Record 8
Below is the molecule C11H9P in a non-equilibrium geometry, with properties calculated with ωB97M-V with the def2-TZVPD basis set.

Structure (SMILES): C#CP=C=C[C@H]1C=CC=CC1=C
Energy relative to the best compared isomer or geometry (same formula, charge and spin): 22.56 kcal/mol
LUMO energy: 0.1 eV
2S+1: 1
Gap between HOMO and LUMO: 8.19 eV
HOMO energy: -8.118 eV

Last column: Löwdin charge in e.
Positions of all 21 atoms, in Å:
H 2.226 -1.340 -1.821  0.092
C -0.289 -1.075 2.084  0.043
H 1.384 2.587 -0.059  0.133
C -1.533 -1.182 -0.730  -0.364
C -2.804 0.977 -0.135  -0.450
C 2.025 0.697 -1.029  -0.077
C 0.430 -0.546 1.081  -0.268
H 0.110 1.473 1.628  0.073
H -0.263 -1.412 -2.253  0.091
P -2.958 -0.787 0.038  0.876
C -0.338 -1.290 -1.227  -0.114
C -2.827 2.181 -0.342  0.030
C 0.599 0.870 0.997  -0.092
H 2.641 1.201 -1.709  0.081
H -2.664 3.227 -0.274  0.013
C 1.305 1.434 0.022  -0.066
C 1.940 -0.637 -1.100  -0.072
H 1.224 -2.379 0.135  0.177
H -0.466 -2.176 2.120  0.089
H -0.612 -0.509 2.845  0.024
C 0.870 -1.313 -0.270  -0.218